Computed, not measured: a molecular structure, C29H35N7P2Zn, with wB97M-V/def2-TZVPD.

Each line ends with the Löwdin charge.
Element x y z (Å)
Zn: 2.220 -1.064 1.725  0.374
C: -1.811 3.541 -3.359  -0.106
C: -2.470 3.213 -2.242  -0.125
C: -3.737 2.413 -2.205  -0.183
C: -3.796 1.218 -3.199  -0.190
C: -2.499 0.453 -3.374  -0.112
C: -1.590 0.737 -4.317  -0.101
C: -1.750 1.854 -5.328  -0.184
C: -2.262 3.206 -4.766  -0.192
C: 3.811 -2.227 1.331  -0.254
H: -0.892 4.137 -3.331  0.093
H: -2.148 3.607 -1.280  0.079
H: -4.618 3.046 -2.390  0.118
H: -3.853 2.026 -1.187  0.098
H: -4.543 0.509 -2.800  0.108
H: -4.192 1.578 -4.162  0.100
H: -2.384 -0.396 -2.704  0.085
H: -0.700 0.126 -4.452  0.097
H: -2.428 1.571 -6.147  0.116
H: -0.771 2.025 -5.791  0.103
H: -1.866 3.999 -5.422  0.110
H: -3.358 3.243 -4.855  0.101
H: 4.661 -1.763 1.872  -0.020
H: 4.024 -2.280 0.260  -0.054
H: 3.657 -3.227 1.734  -0.031
P: 0.521 -2.068 0.468  0.979
P: 0.542 0.661 2.012  0.986
N: 0.948 -2.433 -1.164  -0.237
N: -0.018 -3.589 1.116  -0.229
N: 0.833 1.904 0.851  -0.240
N: 0.188 1.654 3.365  -0.235
C: -0.967 -1.055 0.360  -0.340
C: -1.068 -0.017 1.516  -0.332
C: 2.171 -2.056 -1.752  -0.131
C: 2.274 -2.690 -2.977  -0.078
C: 1.062 -3.424 -3.192  -0.079
C: 0.262 -3.251 -2.072  -0.118
C: 0.825 -4.687 1.401  -0.103
C: 0.088 -5.632 2.096  -0.073
C: -1.241 -5.118 2.256  -0.077
C: -1.275 -3.868 1.661  -0.136
C: 2.105 2.127 0.299  -0.127
C: 1.977 3.012 -0.760  -0.068
C: 0.594 3.368 -0.859  -0.065
C: -0.079 2.683 0.148  -0.142
C: -0.708 2.729 3.430  -0.126
C: -0.770 3.177 4.742  -0.079
C: 0.121 2.363 5.519  -0.076
C: 0.668 1.424 4.665  -0.115
H: -1.862 -1.690 0.364  0.073
H: -0.938 -0.543 -0.615  0.086
H: -1.754 0.803 1.249  0.080
H: -1.464 -0.498 2.429  0.101
H: 2.833 -1.380 -1.229  0.082
H: 3.126 -2.653 -3.640  0.098
H: 0.823 -4.010 -4.064  0.095
H: -0.722 -3.620 -1.823  0.109
H: 1.860 -4.668 1.095  0.102
H: 0.442 -6.582 2.462  0.098
H: -2.065 -5.603 2.753  0.096
H: -2.068 -3.143 1.597  0.089
H: 2.967 1.633 0.725  0.095
H: 2.768 3.373 -1.401  0.098
H: 0.140 4.024 -1.587  0.072
H: -1.124 2.694 0.426  0.081
H: -1.214 3.072 2.539  0.088
H: -1.383 3.989 5.113  0.096
H: 0.336 2.463 6.577  0.100
H: 1.353 0.610 4.834  0.066
N: 2.680 -0.770 3.683  0.004
C: 3.538 -0.672 4.501  -0.342
N: 4.363 -0.440 5.434  0.072
C: 5.347 -1.242 5.743  -0.408
N: 6.257 -1.904 6.098  0.078

Cartesian forces, eV/Å:
Zn 1.58 -0.55 1.04
C -0.22 0.09 0.05
C 0.11 0.69 -0.67
C -0.08 -0.44 -0.03
C -0.31 -0.21 0.13
C -0.02 0.34 -0.51
C -0.75 -0.15 0.02
C 0.28 0.15 0.12
C 0.04 0.26 -0.13
C 0.51 1.09 -0.37
H -0.34 -0.22 0.25
H 0.18 -0.09 -0.23
H 0.21 -0.04 0.10
H -0.06 0.01 -0.05
H 0.14 0.28 -0.24
H 0.25 -0.31 0.30
H 0.31 0.05 -0.08
H -0.12 -0.05 0.27
H 0.20 -0.15 0.19
H -0.14 -0.05 0.04
H -0.28 -0.25 0.15
H 0.39 0.12 0.16
H -0.31 -0.40 -0.42
H 0.34 -0.28 0.22
H -0.13 -0.03 0.04
P -0.42 -1.57 -0.99
P 0.01 2.38 0.01
N 0.08 0.11 -0.12
N 0.09 -0.27 0.16
N 0.27 -0.05 -0.78
N -0.24 -0.29 0.92
C -0.89 0.39 -0.01
C -0.48 -0.24 -0.02
C -0.30 -0.75 -0.46
C -0.45 0.48 0.89
C -0.37 0.36 1.20
C 0.79 0.11 -0.49
C -0.95 0.05 0.41
C 0.10 1.06 -0.62
C 0.50 0.97 -0.56
C 0.28 -0.78 0.27
C -0.67 0.37 -0.68
C -0.32 -0.52 0.82
C -0.19 -0.83 1.12
C 0.65 0.31 -0.78
C -0.02 0.05 0.88
C 0.35 -0.60 -0.92
C 0.05 -0.56 -0.91
C -0.39 0.67 0.24
H 0.12 0.30 -0.21
H 0.13 -0.11 0.26
H 0.15 -0.42 0.12
H 0.12 0.17 -0.27
H -0.03 -0.23 -0.11
H -0.11 0.14 0.05
H -0.08 -0.02 0.06
H 0.12 -0.10 -0.06
H -0.10 -0.03 0.00
H 0.10 0.04 -0.09
H 0.02 0.06 -0.02
H -0.04 -0.21 0.07
H -0.01 0.05 -0.08
H 0.01 -0.07 0.16
H 0.12 -0.04 0.22
H 0.20 -0.04 -0.18
H 0.08 0.06 0.22
H 0.14 -0.09 -0.18
H -0.06 -0.10 -0.26
H -0.01 0.14 0.05
N 0.92 -0.06 1.35
C -1.06 -0.14 -0.88
N -0.72 0.52 -0.34
C 2.70 -1.98 1.06
N -1.99 1.44 -0.80

Results
Gap between HOMO and LUMO, eV: 7.44
Energy above the lowest of the compared OMol25 structures with the same formula, charge and spin, kcal/mol: 0.0
LUMO, eV: -0.6
Max |F|, eV/A: 3.51

---

Computed, not measured: a molecular structure, C29H36AgN4Si2, with wB97M-V/def2-TZVPD.

Each line ends with the Löwdin charge.
Element x y z (Å)
Ag: -0.515 0.117 -0.347  0.434
C: 2.574 0.723 1.044  -0.183
C: 2.492 1.213 2.491  -0.120
C: 1.223 1.004 3.279  -0.277
C: 1.277 0.715 4.645  -0.034
C: 0.092 0.607 5.348  -0.084
C: -1.109 0.768 4.673  -0.076
C: -1.064 1.018 3.311  -0.158
N: 0.076 1.151 2.638  0.124
N: 1.770 1.371 -0.005  -0.179
C: 1.626 2.815 0.121  -0.134
C: 0.289 3.286 0.667  -0.278
C: 0.253 4.331 1.586  -0.044
C: -0.971 4.795 2.032  -0.084
C: -2.125 4.204 1.543  -0.082
C: -1.990 3.167 0.631  -0.155
N: -0.819 2.716 0.198  0.081
C: 2.372 0.990 -1.285  -0.195
C: 1.658 1.494 -2.509  -0.319
C: 2.371 1.776 -3.669  -0.034
C: 1.677 2.130 -4.814  -0.086
C: 0.295 2.213 -4.755  -0.085
C: -0.329 1.936 -3.549  -0.149
N: 0.331 1.573 -2.449  0.072
H: 2.343 -0.345 1.002  0.124
H: 3.642 0.825 0.783  0.112
H: 2.772 2.269 2.556  0.107
H: 3.295 0.679 3.008  0.112
H: 2.232 0.573 5.135  0.103
H: 0.103 0.385 6.408  0.099
H: -2.061 0.663 5.177  0.099
H: -1.968 1.083 2.716  0.092
H: 1.725 3.263 -0.872  0.124
H: 2.424 3.259 0.727  0.109
H: 1.180 4.748 1.963  0.104
H: -1.024 5.595 2.760  0.098
H: -3.108 4.524 1.863  0.095
H: -2.863 2.650 0.246  0.104
H: 2.337 -0.106 -1.332  0.080
H: 3.428 1.310 -1.337  0.121
H: 3.452 1.705 -3.668  0.107
H: 2.206 2.338 -5.736  0.096
H: -0.292 2.484 -5.623  0.095
H: -1.409 1.979 -3.458  0.110
C: -3.511 -1.793 1.411  -0.291
Si: -1.665 -1.741 0.875  0.447
C: -0.809 -2.415 2.459  -0.265
C: -1.509 -3.295 -0.263  -0.324
C: -2.094 -4.494 0.173  -0.139
C: -2.015 -5.669 -0.558  -0.126
C: -1.335 -5.673 -1.770  -0.127
C: -0.745 -4.501 -2.216  -0.135
C: -0.808 -3.302 -1.490  -0.328
Si: 0.067 -1.731 -2.175  0.511
C: 1.789 -2.418 -2.729  -0.287
C: -0.762 -1.559 -3.903  -0.275
H: -3.853 -2.799 1.681  -0.005
H: -4.166 -1.413 0.622  -0.002
H: -3.647 -1.149 2.288  -0.009
H: -1.253 -3.363 2.784  0.007
H: -0.888 -1.706 3.287  -0.018
H: 0.256 -2.594 2.277  0.008
H: -2.627 -4.513 1.119  0.075
H: -2.480 -6.577 -0.186  0.084
H: -1.263 -6.583 -2.357  0.084
H: -0.214 -4.518 -3.164  0.077
H: 1.719 -3.253 -3.440  -0.002
H: 2.374 -2.759 -1.869  0.004
H: 2.360 -1.622 -3.225  -0.007
H: -0.718 -2.498 -4.469  0.003
H: -0.255 -0.789 -4.495  -0.010
H: -1.814 -1.270 -3.813  0.007

Cartesian forces, eV/Å:
Ag -0.26 -0.99 -0.07
C -0.06 0.01 -0.02
C 0.06 -0.07 0.06
C 0.06 -0.01 0.08
C 0.01 -0.01 -0.11
C -0.01 0.00 0.08
C -0.02 -0.01 -0.06
C 0.06 -0.03 0.04
N -0.09 0.04 -0.09
N 0.18 0.20 -0.06
C -0.07 0.05 -0.01
C 0.08 0.01 0.04
C -0.03 -0.06 0.01
C 0.02 0.05 0.04
C -0.02 -0.04 -0.04
C 0.00 -0.07 0.05
N 0.13 0.10 0.00
C 0.00 0.03 0.04
C 0.04 -0.04 0.07
C -0.01 -0.05 0.03
C 0.03 0.00 -0.04
C -0.07 -0.02 0.01
C 0.08 -0.06 -0.01
N -0.09 0.33 -0.13
H -0.06 0.00 0.03
H 0.00 -0.01 -0.04
H -0.06 0.03 -0.05
H 0.00 0.05 0.03
H 0.00 0.00 0.00
H 0.00 -0.01 -0.01
H 0.00 0.01 0.01
H 0.00 0.01 -0.02
H -0.02 -0.04 0.00
H 0.04 0.03 0.00
H -0.01 0.02 -0.01
H 0.00 0.00 0.00
H 0.01 0.01 0.01
H 0.00 0.01 -0.02
H 0.00 0.00 -0.03
H 0.02 0.00 0.02
H 0.00 0.00 0.00
H 0.00 0.01 0.00
H 0.00 0.00 0.00
H 0.00 0.04 0.01
C -0.02 -0.05 0.07
Si -0.04 0.37 -0.08
C 0.04 -0.01 0.02
C 0.01 -0.08 -0.05
C 0.01 0.03 -0.04
C 0.00 -0.01 0.00
C -0.01 0.00 0.01
C 0.00 0.04 0.02
C -0.04 -0.06 0.07
Si 0.13 0.21 0.20
C 0.00 -0.04 -0.04
C -0.02 0.03 -0.04
H -0.03 0.03 0.04
H 0.02 -0.01 -0.02
H -0.01 0.00 -0.01
H 0.01 0.00 -0.01
H 0.01 0.00 0.04
H -0.01 0.01 -0.02
H 0.00 0.00 0.00
H 0.00 0.00 0.00
H 0.00 0.00 0.00
H 0.00 0.00 0.00
H 0.00 0.01 0.01
H 0.00 0.01 0.00
H 0.01 -0.01 0.00
H -0.01 0.01 0.00
H -0.01 -0.01 -0.01
H 0.01 0.00 0.00

Results
Gap between HOMO and LUMO, eV: 4.01
Net charge: -1
LUMO, eV: 2.5
Max |F|, eV/A: 1.02